Record 1
Computed, not measured: one molecule with the formula C19H27N3O2, with ωB97M-V/def2-TZVPD.

The geometry in XYZ format:
```
51
C19H27N3O2, DFT ωB97M-V/def2-TZVPD
C 3.04 1.28 -1.03
C 1.63 0.73 -1.01
N 1.10 0.75 0.34
C -0.21 0.78 0.64
O -1.08 0.73 -0.21
C -0.49 0.81 2.14
C -1.91 1.34 2.42
C -1.95 2.83 2.65
C -3.19 3.44 2.83
C -3.28 4.80 3.06
C -2.12 5.57 3.12
C -0.89 4.96 2.95
C -0.80 3.60 2.71
C 0.55 2.95 2.51
N 0.57 1.53 2.83
C 1.60 -0.73 -1.53
O 2.60 -1.40 -1.65
N 0.35 -1.13 -1.83
C 0.00 -2.49 -2.23
C 0.32 -3.50 -1.13
C -0.09 -4.90 -1.55
C 0.61 -5.29 -2.85
C 0.29 -4.28 -3.95
C 0.71 -2.88 -3.53
H 3.07 2.27 -0.58
H 3.40 1.34 -2.05
H 3.70 0.61 -0.48
H 0.96 1.33 -1.63
H 1.75 0.75 1.12
H -0.44 -0.24 2.46
H -2.32 0.84 3.30
H -2.54 1.09 1.57
H -4.09 2.84 2.79
H -4.24 5.26 3.20
H -2.19 6.63 3.30
H 0.01 5.55 2.99
H 0.84 3.07 1.46
H 1.30 3.45 3.13
H 0.45 1.41 3.83
H -0.41 -0.51 -1.57
H -1.09 -2.48 -2.40
H -0.20 -3.21 -0.21
H 1.40 -3.47 -0.94
H 0.16 -5.61 -0.77
H -1.17 -4.93 -1.70
H 0.30 -6.29 -3.16
H 1.69 -5.31 -2.68
H 0.81 -4.56 -4.87
H -0.78 -4.30 -4.16
H 0.46 -2.16 -4.31
H 1.78 -2.85 -3.36
```

## Properties
**Orbital gap**: 9.7 eV
**Net charge**: 0
**Multiplicity**: 1
**SMILES**: C[C@H](NC(=O)[C@@H]1Cc2ccccc2CN1)C(=O)NC1CCCCC1



Record 2
Computed, not measured: C19H27N5O3S2 as an isolated structure, with ωB97M-V/def2-TZVPD.

The geometry in XYZ format:
```
56
C19H27N5O3S2, DFT ωB97M-V/def2-TZVPD
O -0.69 -3.15 -0.30
C -1.30 -2.26 -0.85
N -0.75 -1.37 -1.70
H -1.32 -0.59 -2.00
C 0.69 -1.22 -1.80
H 0.88 -0.50 -2.59
H 1.12 -2.19 -2.06
C 1.28 -0.73 -0.46
N 2.22 0.37 -0.61
C 3.36 0.16 -1.47
C 4.39 -0.87 -1.00
C 5.01 -0.56 0.37
C 4.06 -0.88 1.53
C 2.99 0.18 1.83
H 3.37 0.87 2.58
C 2.54 1.04 0.64
H 3.30 1.79 0.42
H 1.64 1.59 0.97
H 2.13 -0.32 2.26
H 4.66 -1.02 2.44
H 3.59 -1.84 1.32
H 5.32 0.49 0.41
H 5.90 -1.17 0.48
H 3.94 -1.86 -0.97
H 5.19 -0.90 -1.75
H 3.85 1.13 -1.60
H 2.99 -0.15 -2.45
H 0.46 -0.36 0.16
H 1.73 -1.58 0.07
C -2.79 -1.98 -0.63
N -2.86 -0.67 0.03
S -3.55 0.58 -0.87
O -3.22 0.32 -2.24
O -4.93 0.78 -0.53
C -2.61 1.96 -0.26
C -3.15 2.82 0.67
C -2.40 3.88 1.20
C -1.10 4.11 0.81
C -0.54 3.26 -0.15
N 0.70 3.31 -0.68
S 0.86 2.12 -1.72
N -0.60 1.47 -1.60
C -1.30 2.17 -0.69
H -0.52 4.92 1.21
H -2.86 4.53 1.93
H -4.17 2.66 0.98
C -3.42 -0.85 1.36
C -4.29 -2.10 1.26
H -5.24 -1.83 0.80
C -3.47 -2.98 0.31
H -2.70 -3.52 0.85
H -4.09 -3.69 -0.23
H -4.47 -2.56 2.22
H -2.59 -1.00 2.07
H -3.97 0.05 1.64
H -3.28 -1.91 -1.60
```

## Properties
**Orbital gap**: 7.6 eV
**Net charge**: 0
**Multiplicity**: 1



Record 3
Computed, not measured: one molecule with the formula C19H27N7O3, with ωB97M-V/def2-TZVPD.

The geometry in XYZ format:
```
56
C19H27N7O3, DFT ωB97M-V/def2-TZVPD
C -6.44 -2.86 0.67
C -6.14 -1.62 1.50
O -5.21 -0.76 0.84
C -3.90 -1.10 0.98
O -3.52 -2.05 1.64
N -3.08 -0.25 0.35
C -3.52 0.80 -0.55
C -3.10 0.44 -1.99
N -1.69 0.15 -2.12
C -0.79 1.28 -2.34
C -0.38 2.06 -1.12
N -1.20 2.99 -0.66
C -0.77 3.63 0.44
N -1.59 4.56 0.96
N 0.38 3.39 1.06
C 1.13 2.43 0.51
N 2.29 2.20 1.15
C 3.32 1.30 0.88
C 4.44 1.31 1.72
C 5.49 0.44 1.50
C 5.46 -0.46 0.44
O 6.56 -1.25 0.31
C 6.59 -2.27 -0.67
C 5.77 -3.49 -0.27
C 4.35 -0.47 -0.40
C 3.29 0.40 -0.18
N 0.79 1.74 -0.58
C -1.25 -0.83 -1.16
C -1.66 -0.51 0.29
H -5.54 -3.46 0.57
H -6.79 -2.58 -0.32
H -7.20 -3.46 1.17
H -5.74 -1.91 2.47
H -7.04 -1.01 1.63
H -3.04 1.74 -0.26
H -4.60 0.91 -0.48
H -3.64 -0.46 -2.29
H -3.37 1.25 -2.66
H 0.12 0.88 -2.80
H -1.28 1.96 -3.04
H -2.41 4.82 0.45
H -1.26 5.12 1.73
H 2.43 2.79 1.96
H 4.48 2.00 2.54
H 6.35 0.45 2.14
H 7.65 -2.54 -0.74
H 6.28 -1.88 -1.64
H 5.87 -4.26 -1.03
H 6.12 -3.88 0.68
H 4.72 -3.23 -0.16
H 4.28 -1.15 -1.24
H 2.44 0.39 -0.84
H -1.70 -1.79 -1.44
H -0.16 -0.92 -1.21
H -1.13 0.37 0.66
H -1.45 -1.36 0.94
```

## Properties
**Orbital gap**: 8.5 eV
**Net charge**: 0
**Multiplicity**: 1
**SMILES**: CCOC(=O)N1CCN(Cc2nc(N)nc(Nc3ccc(OCC)cc3)n2)CC1



Record 4
Computed, not measured: one molecule with the formula C19H27NO2, with ωB97M-V/def2-TZVPD.

The geometry in XYZ format:
```
49
C19H27NO2, DFT ωB97M-V/def2-TZVPD
C 4.41 -0.83 2.83
C 3.40 -1.81 2.34
C 3.32 -3.00 3.21
C 2.01 -1.14 2.18
C 1.92 -1.07 0.66
C 0.76 -0.36 -0.04
C -0.30 0.16 0.71
C -1.43 0.71 0.11
C -2.64 1.06 0.97
C -3.87 1.72 0.39
C -3.24 -0.28 1.61
C -2.23 1.93 2.09
C -1.38 0.77 -1.36
C -0.32 0.26 -2.03
C 0.77 -0.30 -1.42
C -0.39 0.64 -3.49
C 0.66 1.65 -3.91
C -0.45 -0.75 -4.31
C -1.74 1.39 -3.48
O -2.38 1.14 -2.20
N 2.90 -1.77 0.08
O 3.75 -2.32 1.03
H 4.36 -0.74 3.95
H 4.14 0.11 2.34
H 5.40 -1.07 2.47
H 4.24 -3.57 3.14
H 2.53 -3.64 2.77
H 3.11 -2.82 4.27
H 1.95 -0.22 2.74
H 1.23 -1.83 2.59
H -0.25 0.00 1.81
H -4.31 1.15 -0.41
H -4.69 1.90 1.04
H -3.78 2.69 -0.13
H -3.98 0.00 2.35
H -3.71 -0.94 0.84
H -2.39 -0.77 2.17
H -1.78 2.77 1.56
H -3.04 2.24 2.59
H -1.52 1.51 2.80
H 1.66 -0.67 -1.95
H 0.39 2.13 -4.82
H 1.73 1.35 -3.99
H 0.73 2.44 -3.18
H -0.61 -0.62 -5.32
H 0.33 -1.50 -4.02
H -1.35 -1.30 -3.87
H -1.62 2.50 -3.47
H -2.30 1.10 -4.26
```

## Properties
**Orbital gap**: 8.5 eV
**Net charge**: 0
**Multiplicity**: 1
**SMILES**: CC1(C)CC(c2cc(C(C)(C)C)c3c(c2)C(C)(C)CO3)=NO1



Record 5
Computed, not measured: one molecule with the formula C19H27NO3, with ωB97M-V/def2-TZVPD.

The geometry in XYZ format:
```
50
C19H27NO3, DFT ωB97M-V/def2-TZVPD
C 1.00 -1.59 -1.31
C 1.75 -1.35 0.05
C 3.22 -1.58 -0.23
C 3.70 -2.87 -0.31
C 2.89 -4.03 0.02
O 3.30 -5.17 -0.08
N 1.63 -3.80 0.55
C 1.36 -2.48 1.09
C -0.09 -2.30 1.53
C -0.37 -0.88 1.99
C 0.03 0.23 1.04
C 1.50 0.09 0.65
C 2.00 1.18 -0.30
C 1.55 2.56 0.13
C 0.10 2.68 0.51
C -0.76 2.54 -0.80
C -0.39 3.95 1.21
C -0.35 5.19 0.33
O 0.76 5.58 -0.01
O -1.49 5.66 -0.13
C -1.72 3.55 1.87
C -1.67 2.01 1.98
C -0.25 1.66 1.58
H -0.08 -1.67 -1.17
H 1.19 -0.80 -2.01
H 1.34 -2.51 -1.79
H 3.90 -0.76 -0.41
H 4.68 -3.15 -0.67
H 1.13 -4.60 0.87
H 1.96 -2.36 2.00
H -0.79 -2.55 0.71
H -0.31 -2.99 2.34
H 0.17 -0.70 2.93
H -1.43 -0.76 2.24
H -0.62 0.07 0.18
H 2.10 0.21 1.57
H 3.09 1.19 -0.30
H 1.62 1.06 -1.32
H 2.16 2.93 0.99
H 1.77 3.31 -0.67
H -1.82 2.64 -0.63
H -0.53 3.30 -1.56
H -0.65 1.54 -1.23
H 0.37 4.21 2.01
H -2.18 5.06 0.12
H -1.77 4.03 2.87
H -2.60 3.90 1.33
H -1.93 1.64 2.95
H -2.39 1.57 1.27
H 0.40 1.79 2.47
```

## Properties
**Orbital gap**: 9.9 eV
**Net charge**: 0
**Multiplicity**: 1
**SMILES**: C[C@]12C=CC(=O)N[C@@H]1CC[C@@H]1[C@@H]2CC[C@]2(C)[C@@H](C(=O)O)CC[C@@H]12



Respective F_max values: 0.75 2.01 0.64 4.36 3.26 eV/Å.